Entry from the OMol25 dataset: a structure of composition C39H32Cl2GaGeIO3P (ωB97M-V with the def2-TZVPD basis set).

Its energy is -198436.476 eV. The energy above the lowest of the compared OMol25 structures with the same formula, charge and spin is 2.3 kcal/mol. Its HOMO energy is -0.15266 Ha. As for the HOMO-LUMO gap: 6.54 eV. As for the net charge: -1.

Cartesian coordinates (Å):
Ga: -0.843 -2.482 2.281
I: -2.984 -3.276 3.324
Cl: 0.558 -4.884 3.463
C: 1.811 -3.852 4.182
Cl: 2.277 -4.495 5.769
C: 1.408 -2.358 4.292
O: 2.165 -1.648 4.920
O: 0.358 -1.960 3.669
H: 2.686 -3.918 3.542
O: -3.664 -0.302 0.082
P: -3.206 0.986 -0.487
C: -2.030 0.840 -1.855
C: -0.917 1.664 -1.979
C: -0.084 1.546 -3.086
C: -0.361 0.609 -4.067
C: -1.468 -0.223 -3.942
C: -2.296 -0.111 -2.839
C: -2.422 2.087 0.709
C: -2.724 3.441 0.827
C: -2.076 4.215 1.779
C: -1.131 3.637 2.616
C: -0.831 2.287 2.503
C: -1.468 1.510 1.549
C: -4.580 1.936 -1.202
C: -5.852 1.694 -0.690
C: -6.944 2.400 -1.173
C: -6.772 3.350 -2.171
C: -5.507 3.588 -2.692
C: -4.414 2.881 -2.211
H: -0.688 2.386 -1.205
H: 0.794 2.175 -3.172
H: 0.302 0.506 -4.916
H: -1.671 -0.972 -4.697
H: -3.149 -0.771 -2.725
H: -3.470 3.892 0.184
H: -2.313 5.268 1.870
H: -0.624 4.240 3.359
H: -0.091 1.834 3.150
H: -1.221 0.455 1.442
H: -5.970 0.938 0.077
H: -7.932 2.206 -0.773
H: -7.625 3.899 -2.549
H: -5.372 4.321 -3.478
H: -3.429 3.058 -2.626
C: -0.312 -1.895 0.637
Ge: 1.452 -1.363 0.299
C: 1.839 -1.423 -1.637
C: 1.052 -2.200 -2.482
C: 1.371 -2.350 -3.827
C: 2.481 -1.708 -4.354
C: 3.277 -0.924 -3.527
C: 2.961 -0.795 -2.182
C: 2.000 0.427 0.943
C: 2.308 0.631 2.290
C: 2.668 1.887 2.762
C: 2.707 2.974 1.900
C: 2.385 2.795 0.561
C: 2.043 1.532 0.093
C: 2.800 -2.610 1.051
C: 2.586 -3.975 0.841
C: 3.510 -4.925 1.252
C: 4.672 -4.525 1.902
C: 4.902 -3.174 2.123
C: 3.978 -2.229 1.692
H: -1.032 -1.891 -0.173
H: 0.181 -2.704 -2.078
H: 0.747 -2.965 -4.465
H: 2.731 -1.820 -5.403
H: 4.152 -0.426 -3.929
H: 3.604 -0.198 -1.543
H: 2.259 -0.189 3.000
H: 2.908 2.012 3.812
H: 2.981 3.956 2.268
H: 2.402 3.640 -0.118
H: 1.802 1.407 -0.957
H: 1.666 -4.295 0.362
H: 3.317 -5.977 1.083
H: 5.390 -5.263 2.241
H: 5.801 -2.853 2.637
H: 4.183 -1.179 1.869

Atoms 1-2, force components in eV/Å:
0.06 0.10 0.01
0.03 0.02 0.04